(1)
{
  "formula": "C2HN8S",
  "method": "ωB97M-V/def2-TZVPD",
  "elements": ["C", "C", "N", "N", "N", "N", "N", "N", "N", "N", "S", "H"],
  "coordinates": [[0.590774, -0.575386, -2.107035], [-0.320584, 0.114630, 1.142764], [0.810649, -0.457945, -3.309688], [-1.192501, 0.545257, 4.329823], [0.213561, 1.336043, 0.872342], [0.588171, 1.356093, -0.350082], [0.500511, 0.226957, -0.866325], [-1.054029, 0.253816, 3.268410], [-0.064933, -0.711868, -0.030343], [-0.913965, -0.355562, 2.226144], [-0.239019, -1.952736, -1.202502], [1.081366, 0.220700, -3.973507]],
  "forces_ev_per_a": [[-0.7340, -0.1876, -2.4613], [0.9724, -1.7116, -2.6377], [-0.6681, -1.4620, 2.7387], [-0.2042, 0.4453, -0.2779], [-1.3427, -0.6251, 1.0535], [1.6739, 2.5341, -0.8975], [-0.6913, -2.3334, 0.4702], [0.2813, 1.0335, 2.6427], [0.0438, 3.9334, 2.8295], [-0.0554, -2.0400, -2.6325], [0.1954, -0.7311, -0.6574], [0.5288, 1.1445, -0.1702]],
  "charge": 1,
  "homo_energy_ev": -14.20,
  "e_lumo_ha": -0.2077
}



(2)
{
  "formula": "C5H8N2O",
  "method": "ωB97M-V/def2-TZVPD",
  "elements": ["C", "C", "C", "C", "C", "O", "N", "N", "H", "H", "H", "H", "H", "H", "H", "H"],
  "coordinates": [[-0.932218, 1.554212, 1.332754], [-1.079113, -1.532067, -0.753154], [0.241942, -0.326902, -0.029294], [0.869811, 0.412586, -1.155561], [2.123729, 0.211589, -1.533529], [-0.954523, 0.450866, 0.474877], [-1.819201, -2.335634, -0.356523], [1.021463, -0.952695, 0.794074], [-2.525040, -2.847676, 0.128885], [0.526675, -1.376440, 1.573997], [0.231668, 1.130424, -1.653700], [-1.476632, 2.351956, 0.820772], [-1.572874, 1.295827, 2.184967], [0.084299, 1.828601, 1.629399], [2.741461, -0.507737, -1.016333], [2.518555, 0.643088, -2.441630]],
  "forces_ev_per_a": [[-0.0594, -0.1458, 0.1849], [-0.9696, -0.8939, -0.5152], [1.5301, 3.0271, 3.3707], [-0.0981, -0.1879, -0.4804], [-0.2501, -0.4140, -0.2249], [0.1438, -2.3932, -1.7431], [0.0131, 0.1711, -0.0288], [-1.0359, -0.3241, -1.1181], [0.0645, -0.0967, -0.0626], [-0.0885, 0.3864, 0.1574], [-0.0774, -0.1025, -0.1384], [0.4694, 0.3297, 0.0016], [0.4911, 0.1256, 0.2767], [-0.2154, 0.1668, 0.0889], [0.0089, -0.0459, 0.0942], [0.0736, 0.3973, 0.1371]],
  "de_lowest_kj_mol": 487.0,
  "homo_energy_ev": [-8.92, -8.92],
  "e_lumo_ha": [0.0123, 0.0123]
}



(3)
{
  "formula": "C27H41IrN5Sb2",
  "method": "ωB97M-V/def2-TZVPD",
  "elements": ["Ir", "N", "C", "C", "C", "C", "N", "H", "H", "H", "H", "H", "H", "H", "H", "H", "H", "H", "H", "C", "C", "C", "C", "C", "C", "N", "N", "C", "C", "C", "C", "C", "N", "H", "H", "H", "H", "H", "H", "H", "H", "H", "C", "Sb", "C", "C", "C", "C", "C", "C", "C", "C", "C", "Sb", "C", "C", "H", "H", "H", "H", "H", "H", "H", "H", "H", "H", "H", "H", "H", "H", "H", "H", "H", "H", "H", "H"],
  "coordinates": [[1.560767, -0.028588, 0.532206], [1.426337, 0.100749, 2.687061], [2.475593, -0.307924, 3.687531], [3.880980, 0.044180, 3.221525], [4.650495, -1.152493, 2.668165], [3.901011, -1.948723, 1.615958], [3.428248, -1.068837, 0.501601], [1.265303, 1.093905, 2.854987], [0.556651, -0.342117, 2.975139], [2.363708, -1.379173, 3.857176], [2.235073, 0.187826, 4.628048], [4.443593, 0.466217, 4.053250], [3.819793, 0.850329, 2.480244], [4.895467, -1.836580, 3.483188], [5.608630, -0.820952, 2.261657], [3.026251, -2.459380, 2.022292], [4.558916, -2.710987, 1.196525], [3.385732, -1.624467, -0.353604], [4.172585, -0.399766, 0.294106], [4.711615, -0.158317, -4.125073], [4.864710, 0.553075, -2.936915], [3.811189, 0.637195, -2.045941], [2.596312, 0.011048, -2.357587], [2.428464, -0.675568, -3.563204], [3.499298, -0.764480, -4.434090], [1.538171, 0.110750, -1.440872], [0.323752, 0.247195, -1.959495], [-0.602144, 0.509278, -1.071674], [-1.931891, 0.273091, -1.652068], [-2.947453, -0.432708, -1.154311], [-3.237885, 0.068575, 1.313478], [-0.907772, 1.555939, 1.259604], [-0.188997, 0.792491, 0.233098], [5.536350, -0.224728, -4.820449], [5.795661, 1.058127, -2.722198], [3.889754, 1.251643, -1.155322], [1.478492, -1.128986, -3.803185], [3.387992, -1.303093, -5.364254], [-1.946736, 0.498779, -2.710518], [-3.758118, -0.682049, -1.830504], [-2.731775, -0.098146, 2.256461], [-1.143041, 0.860054, 2.069191], [-3.110956, 3.144110, -2.473792], [-1.758786, 3.745145, -0.934120], [-2.988116, 5.316590, -0.181204], [-2.169106, 2.302684, 0.873858], [-3.358700, 1.480002, 0.876511], [-4.586850, 1.936416, 0.413360], [-5.670250, 1.071281, 0.185380], [-5.575126, -0.275620, 0.435541], [-4.366919, -0.865480, 0.986755], [-3.018047, -0.957904, 0.229004], [-2.213947, -2.203128, 0.548231], [-0.052389, -2.352790, 0.225244], [0.365012, -4.081288, 1.381332], [0.079115, -3.059139, -1.765028], [-4.025997, 2.679036, -2.112872], [-2.623711, 2.491176, -3.190860], [-3.381212, 4.068518, -2.987399], [-4.048244, 5.122722, -0.332961], [-2.728579, 6.219764, -0.733134], [-2.790463, 5.504999, 0.872778], [-2.301121, 3.190436, 1.498845], [-0.187111, 2.267562, 1.671986], [-4.690793, 2.985942, 0.169131], [-6.598313, 1.475487, -0.196568], [-6.443239, -0.907310, 0.297440], [-4.528963, -1.707080, 1.648188], [-2.589922, -3.029650, -0.061036], [-2.356506, -2.477288, 1.594810], [-0.396720, -4.828378, 1.161762], [0.351618, -3.850839, 2.443384], [1.338669, -4.472850, 1.095397], [-0.377165, -4.046756, -1.809380], [1.125381, -3.132818, -2.052291], [-0.443639, -2.375962, -2.429505]],
  "forces_ev_per_a": [[0.0783, -0.0671, 0.3881], [-0.0609, 0.1274, 0.1185], [-0.0305, -0.0561, -0.0039], [0.0032, 0.0604, 0.0056], [-0.0106, -0.0563, 0.0221], [0.0070, -0.0319, -0.0193], [0.1448, 0.0604, -0.0940], [0.0233, -0.0284, -0.0201], [0.0057, 0.0333, 0.0421], [0.0381, 0.0056, -0.0073], [0.0070, -0.0162, -0.0228], [0.0088, -0.0206, 0.0028], [0.0012, 0.0015, 0.0181], [0.0015, 0.0025, -0.0033], [0.0000, 0.0144, -0.0155], [0.0204, 0.0244, 0.0295], [-0.0215, 0.0051, 0.0231], [0.0223, 0.0166, 0.0193], [-0.0060, -0.0216, 0.0552], [0.0434, 0.0278, 0.0199], [-0.0724, -0.0150, 0.0269], [0.0344, -0.1159, -0.0542], [-0.1549, 0.1411, 0.0890], [0.1107, 0.0643, -0.1045], [-0.0632, -0.0145, 0.0084], [0.1814, 0.0458, -0.3450], [0.0130, -0.0949, -0.1630], [0.0887, 0.0477, -0.2770], [-0.1686, -0.0944, -0.0690], [0.0576, 0.0284, -0.1627], [-0.0459, 0.0091, -0.0409], [0.0677, 0.1743, 0.1268], [0.1255, 0.1313, 0.3097], [0.0256, -0.0015, -0.0105], [0.0242, 0.0180, -0.0083], [-0.0062, 0.0083, 0.0090], [-0.0407, -0.0055, 0.0147], [0.0021, -0.0159, -0.0259], [-0.0069, 0.0143, 0.0217], [-0.0323, 0.0441, -0.0046], [-0.0166, -0.0013, 0.0138], [0.1155, 0.0847, 0.0915], [-0.0386, 0.0630, -0.0341], [0.0058, -0.0792, -0.0079], [0.0051, 0.0393, 0.0269], [-0.1778, -0.2123, 0.0756], [0.1130, -0.0484, -0.0198], [-0.1280, 0.0607, -0.0003], [-0.0110, 0.0355, 0.0005], [-0.0300, 0.0595, -0.0331], [0.0856, -0.0296, -0.0007], [0.1190, -0.0385, 0.1822], [0.0514, -0.1313, -0.0747], [-0.2317, -0.0749, 0.0082], [-0.1397, -0.0338, -0.0745], [-0.1064, -0.1236, 0.0675], [0.0010, -0.0252, 0.0452], [0.0100, 0.0248, -0.0123], [-0.0170, 0.0236, 0.0139], [-0.0005, -0.0300, -0.0059], [0.0114, 0.0101, -0.0236], [0.0188, -0.0008, 0.0057], [-0.0619, 0.0414, -0.0088], [-0.0502, 0.0601, -0.1545], [-0.0201, 0.0090, -0.0106], [-0.0043, 0.0197, 0.0049], [-0.0070, -0.0254, -0.0311], [-0.0009, 0.0072, 0.0202], [-0.0131, -0.0581, 0.0486], [0.0030, -0.0449, 0.0117], [0.0104, -0.0414, 0.0211], [0.0152, 0.0059, 0.0320], [0.0341, -0.0101, 0.0097], [-0.0033, -0.0217, -0.0358], [0.0333, 0.0045, -0.0336], [0.0103, 0.0314, -0.0165]],
  "charge": 3,
  "de_lowest_kj_mol": 202.1,
  "spin_multiplicity": 5,
  "homo_energy_ev": [-15.56, -16.49],
  "e_lumo_ha": [-0.3124, -0.4003]
}



(4)
{
  "formula": "C20H40Cl20",
  "method": "ωB97M-V/def2-TZVPD",
  "elements": ["Cl", "C", "C", "Cl", "H", "H", "H", "H", "Cl", "C", "C", "Cl", "H", "H", "H", "H", "Cl", "C", "C", "Cl", "H", "H", "H", "H", "Cl", "C", "C", "Cl", "H", "H", "H", "H", "Cl", "C", "C", "Cl", "H", "H", "H", "H", "Cl", "C", "C", "Cl", "H", "H", "H", "H", "Cl", "C", "C", "Cl", "H", "H", "H", "H", "Cl", "C", "C", "Cl", "H", "H", "H", "H", "Cl", "C", "C", "Cl", "H", "H", "H", "H", "Cl", "C", "C", "Cl", "H", "H", "H", "H"],
  "coordinates": [[2.693466, 17.934388, 19.466233], [3.747049, 18.096576, 18.028917], [4.958539, 18.977716, 18.360802], [5.910510, 19.109756, 16.883747], [3.181387, 18.655935, 17.285716], [4.031449, 17.140936, 17.600225], [5.555037, 18.519574, 19.145107], [4.606923, 19.960675, 18.653278], [-7.048144, 17.226464, 13.080944], [-6.797921, 18.855197, 12.387329], [-5.326101, 19.041454, 12.064321], [-4.352776, 19.161796, 13.551506], [-7.138027, 19.659789, 13.036572], [-7.380412, 18.923533, 11.469897], [-5.159327, 19.930185, 11.454811], [-4.913447, 18.208527, 11.498452], [-0.857060, 15.449824, 9.363343], [-0.647522, 16.462765, 10.812253], [-1.404899, 15.776053, 11.924832], [-1.319571, 16.777881, 13.411918], [-1.032765, 17.459410, 10.609620], [0.406231, 16.595938, 11.050690], [-1.106013, 14.749107, 12.110342], [-2.465278, 15.749536, 11.678266], [-2.301938, 21.185886, 15.541139], [-1.520957, 19.570511, 15.647383], [-0.024962, 19.835793, 15.531625], [0.900295, 18.347395, 15.814307], [-1.854061, 19.016851, 14.774553], [-1.821352, 19.054354, 16.555317], [0.302183, 20.611553, 16.219006], [0.170519, 20.189471, 14.520183], [-5.809860, 24.060404, 15.149795], [-5.555411, 22.660487, 16.228952], [-6.132342, 21.413149, 15.585417], [-7.914892, 21.435237, 15.509359], [-6.141978, 22.860341, 17.124139], [-4.515305, 22.507748, 16.495993], [-5.819826, 20.554925, 16.183146], [-5.683542, 21.238967, 14.611187], [0.021452, 15.439374, 18.614982], [0.421279, 16.391611, 17.161641], [-0.851589, 16.731866, 16.392404], [-1.817360, 18.011239, 17.166389], [1.006715, 15.670474, 16.592336], [1.050636, 17.228196, 17.447875], [-1.481188, 15.851884, 16.300600], [-0.563075, 17.033097, 15.386486], [4.253771, 21.033780, 14.235421], [3.154457, 19.815269, 13.552198], [3.690259, 19.302613, 12.236908], [3.658760, 20.570745, 10.989949], [2.185786, 20.288472, 13.410014], [3.012689, 19.011661, 14.273096], [3.052719, 18.531247, 11.806309], [4.685251, 18.888211, 12.386152], [-0.036703, 20.313617, 12.091474], [-1.826172, 20.431849, 12.173504], [-2.410837, 21.172389, 10.990148], [-2.398135, 22.936443, 11.227521], [-2.101277, 20.802065, 13.157703], [-2.213453, 19.411409, 12.127256], [-3.461522, 20.890169, 10.915970], [-1.932927, 20.886825, 10.057571], [0.302055, 19.395736, 21.725468], [0.627299, 20.636478, 20.472774], [-0.144101, 20.271236, 19.210701], [-1.920713, 20.437437, 19.496829], [1.692607, 20.587576, 20.240298], [0.462204, 21.647172, 20.833853], [0.160052, 19.319024, 18.787168], [0.098147, 21.008656, 18.440282], [2.633789, 21.127356, 17.517826], [2.498814, 22.885998, 17.458773], [1.557670, 23.464954, 18.502596], [0.007133, 22.603173, 18.629871], [2.135134, 23.164036, 16.471227], [3.513140, 23.243612, 17.617334], [1.360378, 24.491688, 18.197121], [2.050756, 23.501843, 19.471758]],
  "forces_ev_per_a": [[0.2305, -0.1710, -0.1570], [0.2235, 1.0985, -0.1231], [-0.6490, -0.9288, 0.3356], [0.3629, 0.1328, -0.2555], [-0.1523, -0.3155, -0.0587], [-0.0187, -0.1936, 0.3414], [0.1305, 0.1200, -0.0232], [0.2136, 0.0070, 0.0701], [-0.1981, 0.3902, 0.0732], [0.4694, 0.0611, -0.4867], [-0.0475, -0.1681, -0.2752], [-0.2103, -0.0337, 0.0973], [-0.0984, -0.3370, 0.3743], [0.0243, -0.1655, -0.0369], [-0.1914, 0.1559, 0.2968], [-0.2024, -0.1475, 0.0562], [0.1921, 0.1039, -0.1495], [0.1257, -0.0073, 0.2442], [-0.8059, 0.4790, -0.1793], [0.0029, -0.4113, -0.7735], [-0.2146, -0.0821, -0.0350], [0.0504, -0.3186, -0.1271], [0.4009, 0.1519, 0.1987], [0.0299, -0.0352, -0.0680], [-0.1464, 0.6151, -0.1619], [1.4028, 5.8309, -5.1716], [-0.6632, 0.8452, -0.6710], [2.8576, 4.1408, -2.0471], [-0.2016, -0.1939, -0.0927], [0.1188, 9.0833, -5.3460], [0.0498, -0.2349, 0.2372], [0.3338, -0.1274, 0.1632], [0.3763, 0.0689, 0.0740], [-1.2052, -0.2810, 0.0281], [0.8782, -0.2355, 0.3654], [0.2666, -0.0448, -0.1721], [0.2182, 0.1329, 0.1010], [0.1274, 0.2189, -0.2674], [-0.2836, -0.0094, 0.1256], [-0.3867, 0.2219, -0.1951], [-0.1306, -0.0983, 0.5043], [-0.6325, -1.6858, 1.0787], [-0.2067, -1.6242, -0.0063], [-1.1384, -15.4572, 11.2846], [0.0325, 0.2930, -0.4905], [-0.5019, -0.8719, 0.8015], [-0.2536, -0.0163, 0.3561], [-0.8940, -0.4543, 0.8620], [0.0283, 0.0674, 0.1195], [-0.3404, 0.0091, -0.2282], [-0.3176, -0.3094, 0.0466], [0.3179, 0.1443, -0.0555], [0.1047, 0.0930, 0.0196], [0.2939, 0.0014, -0.0327], [-0.0671, -0.1486, 0.3914], [0.1304, 0.2497, -0.3067], [-0.1347, 0.1302, -0.2948], [-0.0267, -0.7067, -0.4125], [-0.3849, -0.0480, 0.6095], [0.1965, -0.0016, -0.2014], [0.0558, 0.4079, -0.2946], [0.3632, -0.0032, -0.0422], [0.0722, 0.0867, -0.0026], [0.2065, 0.2438, 0.0037], [0.1693, 0.3512, 0.1546], [0.3051, -0.9915, -0.4593], [0.1214, -1.6481, 0.2753], [0.4425, -0.3325, -0.2656], [-0.0073, -0.2254, -0.0112], [-0.5553, -0.3196, 0.3076], [-0.5280, -0.6747, 0.6934], [-0.2194, -3.2908, 0.3569], [-0.1451, -0.2705, 0.0462], [-0.3612, 0.2914, -0.1292], [0.5115, 0.6245, -0.1479], [0.3252, 6.8307, -0.9302], [0.2121, -0.1713, -0.0891], [-0.1065, 0.3130, -0.0838], [-0.0644, 0.0446, 0.0881], [-0.2832, -0.2478, 0.1762]],
  "de_lowest_kj_mol": 1039.5,
  "homo_energy_ev": -7.95,
  "e_lumo_ha": 0.0017
}



- Which formula does entry 4 have?
  C20H40Cl20